[1]
Below is a 8-piece molecular cluster, C11H38N6O8 overall, with properties calculated with ωB97M-V with the def2-TZVPD basis set.

```
63
Properties=species:S:1:pos:R:3:nbo_charge:R:1
N 2.205 0.497 -1.780 -0.832
C 1.760 0.715 -2.968 0.749
N 1.061 -0.202 -3.518 -0.828
O 2.106 1.868 -3.705 -0.802
H 2.542 1.314 -1.195 0.401
H 1.902 -0.367 -1.283 0.405
H 0.476 0.008 -4.357 0.412
H 1.093 -1.166 -3.251 0.420
N -0.032 0.842 4.683 -0.801
C -0.515 1.104 3.524 0.776
N -1.254 2.209 3.456 -0.837
O -0.236 0.356 2.398 -0.812
H 0.587 0.031 4.878 0.420
H -0.444 1.260 5.575 0.399
H -1.649 2.256 2.534 0.457
H -1.320 2.899 4.243 0.405
N 3.267 -3.024 -2.033 -0.812
C 2.039 -2.638 -1.763 0.755
N 1.906 -1.863 -0.727 -0.890
O 0.945 -3.091 -2.431 -0.759
H 3.491 -3.682 -2.798 0.419
H 4.072 -2.578 -1.598 0.400
H 0.928 -1.695 -0.425 0.467
H 2.592 -1.581 -0.067 0.428
C -3.864 3.177 1.963 -0.636
C -3.342 2.870 0.583 -0.057
O -1.954 2.690 0.617 -0.774
H -4.947 3.197 1.947 0.218
H -3.484 4.041 2.438 0.205
H -3.721 2.381 2.677 0.202
H -3.592 3.717 -0.006 0.157
H -3.835 2.025 0.131 0.161
H -1.571 2.542 -0.250 0.514
C -2.811 2.749 -3.623 -0.635
C -1.506 2.273 -3.186 -0.084
O -1.195 2.724 -1.896 -0.749
H -2.882 2.915 -4.711 0.215
H -2.984 3.683 -3.117 0.216
H -3.619 2.026 -3.443 0.205
H -0.789 2.621 -3.926 0.192
H -1.337 1.217 -3.245 0.178
H -0.668 3.503 -1.925 0.491
C 3.109 -2.460 2.201 -0.626
C 2.768 -0.992 2.081 -0.086
O 3.528 -0.436 1.048 -0.736
H 2.883 -2.993 1.374 0.198
H 2.581 -2.925 3.045 0.224
H 4.149 -2.548 2.370 0.207
H 3.007 -0.515 3.082 0.153
H 1.709 -0.911 1.950 0.203
H 3.261 0.540 0.933 0.486
C 0.036 -4.127 0.926 -0.260
O 0.788 -5.237 1.390 -0.744
H -0.963 -3.900 1.217 0.190
H -0.093 -4.165 -0.171 0.188
H 0.688 -3.327 1.275 0.157
H 1.612 -5.338 0.855 0.469
C -1.590 -0.821 -0.638 -0.239
O -0.569 -1.105 0.243 -0.771
H -1.195 -0.612 -1.638 0.173
H -2.035 0.125 -0.320 0.165
H -2.375 -1.525 -0.685 0.163
H -0.697 -0.579 1.032 0.529
```

Summary:
**Total charge**: 0
**F_max**: 10.15 eV/Å

[2]
Below is a 8-piece molecular cluster, C11H38O8 overall, with properties calculated with ωB97M-V with the def2-TZVPD basis set.

```
57
Properties=species:S:1:pos:R:3:nbo_charge:R:1
C -5.333 -3.192 5.123 -0.628
C -4.601 -4.074 6.112 0.097
C -3.044 -4.027 6.020 -0.639
O -4.951 -3.515 7.318 -0.713
H -5.255 -3.673 4.148 0.200
H -4.845 -2.223 5.017 0.196
H -6.396 -3.015 5.288 0.223
H -4.975 -5.097 6.062 0.176
H -2.643 -3.016 5.954 0.203
H -2.727 -4.460 5.071 0.207
H -2.619 -4.653 6.804 0.222
H -4.525 -2.655 7.355 0.457
C 4.657 6.806 -0.688 -0.617
C 5.264 5.988 -1.780 0.093
C 6.605 5.405 -1.397 -0.644
O 4.375 4.962 -2.160 -0.730
H 3.668 7.161 -0.975 0.216
H 5.323 7.645 -0.489 0.211
H 4.465 6.169 0.175 0.207
H 5.263 6.631 -2.660 0.157
H 6.466 4.606 -0.668 0.213
H 7.439 6.066 -1.162 0.226
H 6.983 4.908 -2.290 0.201
H 4.857 4.200 -2.492 0.467
C 3.480 -4.761 -1.353 -0.638
C 2.494 -5.793 -1.976 0.086
C 1.119 -5.272 -1.917 -0.618
O 2.802 -5.780 -3.365 -0.729
H 3.156 -4.388 -0.381 0.206
H 3.653 -3.910 -2.012 0.221
H 4.418 -5.276 -1.149 0.202
H 2.538 -6.833 -1.653 0.170
H 0.858 -5.051 -0.882 0.206
H 0.472 -6.048 -2.326 0.216
H 0.985 -4.315 -2.421 0.217
H 3.700 -6.099 -3.483 0.461
C -0.506 3.639 -6.743 -0.250
O -0.409 4.495 -5.601 -0.735
H -1.482 3.727 -7.218 0.184
H 0.316 3.911 -7.405 0.170
H -0.547 2.590 -6.448 0.163
H 0.440 4.424 -5.158 0.468
C -0.055 1.123 0.568 -0.253
O 0.216 2.546 0.668 -0.733
H -0.574 0.730 1.442 0.187
H -0.765 0.962 -0.244 0.164
H 0.863 0.574 0.358 0.168
H 0.825 2.778 -0.037 0.468
O -6.073 0.860 -0.347 -0.938
H -6.847 1.124 0.152 0.470
H -5.752 1.672 -0.739 0.469
O -5.281 -3.685 -1.847 -0.937
H -4.992 -3.615 -2.757 0.466
H -5.370 -2.778 -1.553 0.472
O -2.414 3.650 4.389 -0.938
H -3.020 4.276 3.991 0.466
H -1.697 3.576 3.759 0.472
```

Summary:
**Total charge**: 0
**F_max**: 2.91 eV/Å

[3]
Below is a 8-piece molecular cluster, C11H38O8 overall, with properties calculated with ωB97M-V with the def2-TZVPD basis set.

```
57
Properties=species:S:1:pos:R:3:nbo_charge:R:1
C 3.315 -25.273 -6.457 -0.639
C 3.514 -23.789 -6.694 -0.087
O 4.087 -23.334 -5.519 -0.764
H 2.903 -25.814 -7.269 0.208
H 2.571 -25.364 -5.664 0.221
H 4.209 -25.793 -6.109 0.215
H 2.562 -23.170 -6.663 0.194
H 4.060 -23.510 -7.580 0.158
H 4.452 -22.493 -5.719 0.492
C 7.308 -22.323 -8.130 -0.633
C 7.343 -20.829 -8.512 -0.058
O 5.986 -20.418 -8.678 -0.756
H 8.278 -22.621 -7.654 0.216
H 7.121 -22.902 -9.019 0.202
H 6.474 -22.498 -7.531 0.215
H 7.916 -20.618 -9.400 0.182
H 7.655 -20.207 -7.697 0.167
H 5.673 -20.147 -7.807 0.490
C -0.827 -24.490 -4.898 -0.670
C -0.441 -24.075 -6.294 -0.060
O 0.051 -22.730 -6.268 -0.770
H 0.009 -24.222 -4.286 0.232
H -0.912 -25.542 -4.666 0.224
H -1.693 -24.001 -4.384 0.224
H -1.330 -24.027 -7.033 0.149
H 0.219 -24.747 -6.817 0.170
H 0.128 -22.427 -7.195 0.510
C 4.304 -25.125 -2.964 -0.238
O 3.209 -24.338 -3.161 -0.755
H 4.367 -25.253 -1.898 0.172
H 5.046 -24.436 -3.260 0.162
H 4.352 -26.070 -3.560 0.144
H 3.368 -23.885 -4.001 0.490
C 1.469 -21.487 -3.542 -0.236
O 0.176 -21.949 -3.615 -0.745
H 2.034 -22.054 -4.284 0.158
H 2.030 -21.590 -2.590 0.178
H 1.533 -20.391 -3.819 0.128
H 0.059 -22.326 -4.478 0.499
C 3.914 -20.205 -6.375 -0.291
O 5.041 -20.794 -5.845 -0.741
H 3.026 -20.315 -5.815 0.197
H 3.676 -20.510 -7.390 0.199
H 4.051 -19.130 -6.366 0.168
H 5.171 -20.479 -4.962 0.491
C 0.799 -21.586 -9.622 -0.248
O 1.471 -22.161 -8.557 -0.785
H 1.445 -20.868 -10.052 0.177
H -0.169 -21.115 -9.328 0.173
H 0.697 -22.399 -10.305 0.163
H 2.421 -22.076 -8.723 0.510
C 4.158 -23.182 -10.391 -0.250
O 3.965 -21.942 -9.724 -0.787
H 3.217 -23.641 -10.446 0.183
H 4.789 -23.806 -9.795 0.167
H 4.527 -23.027 -11.425 0.173
H 4.829 -21.532 -9.505 0.512
```

Summary:
**Total charge**: 0
**F_max**: 3.51 eV/Å

Computed values of relative energy (zero: lowest compared OMol25 entry of this formula, charge and spin) (unit: kJ/mol) for the preceding records, in sequence: 286.1, 223.8, 356.1.